Here is a cluster of 2 separate species, C6H12BrNO2 in total at a distorted geometry from OMol25. Energies are from ωB97M-V with the def2-TZVPD basis set.

The HOMO-LUMO gap (spin up / spin down) is 10.12 / 5.63 eV. As for the multiplicity: 1. The HOMO energy (spin up / spin down) comes out at -10.13 / -7.27 eV. The largest force on an atom comes out at 4.08 eV/A.

Bonds (Å) are listed after each position.
Positions of all 22 atoms, in Å:
1 C -0.94284 1.81852 -0.69372  C5 1.550, H11 1.064, H12 1.096, H13 1.060
2 C -1.85328 -0.34110 0.12678  C5 1.551, H14 1.051, H15 1.067, H16 0.998
3 C -0.09364 -0.24118 -1.61144  C5 1.585, H17 1.076, H18 1.032, H19 1.056
4 C 0.38599 -0.63744 1.94754  C6 1.505, H20 1.086, H21 1.143, H22 1.109
5 C -0.53620 0.39641 -0.22892  C1 1.550, C2 1.551, C3 1.585, C6 1.442
6 C 0.50830 0.27565 0.75737  C4 1.505, C5 1.442, Br10 1.868
7 N 3.01410 -1.64947 -0.16321  O8 1.204, O9 1.216
8 O 3.37734 -0.64182 -0.71383  N7 1.204
9 O 2.88168 -2.00570 0.99172  N7 1.216
10 Br 1.88887 1.53198 0.68338  C6 1.868
11 H -0.04531 2.30596 -0.99160  C1 1.064
12 H -1.43460 2.45240 0.05271  C1 1.096
13 H -1.65283 1.92773 -1.47324  C1 1.060
14 H -2.32169 -0.07156 1.02854  C2 1.051
15 H -1.55746 -1.36379 0.06115  C2 1.067
16 H -2.55390 -0.12487 -0.54997  C2 0.998
17 H -0.99831 -0.14205 -2.18557  C3 1.076
18 H 0.64761 0.29770 -2.08605  C3 1.032
19 H 0.24478 -1.23502 -1.72557  C3 1.056
20 H -0.41539 -0.25101 2.57075  C4 1.086
21 H 1.37633 -0.63088 2.51740  C4 1.143
22 H 0.08047 -1.67046 1.68576  C4 1.109

Here is a cluster of 2 separate species, C6H12BrO2P in total at a distorted geometry from OMol25. Energies are from ωB97M-V with the def2-TZVPD basis set.

The HOMO-LUMO gap (spin up / spin down) is 8.34 / 6.83 eV. As for the multiplicity: 1. The HOMO energy (spin up / spin down) comes out at -9.41 / -8.12 eV. The largest force on an atom comes out at 4.78 eV/A.

Bonds (Å) are listed after each position.
Positions of all 22 atoms, in Å:
1 C 2.93885 1.77344 -1.00322  C2 1.296, H11 1.078, H12 1.155
2 C 1.86450 1.88224 -0.28699  C1 1.296, Br10 1.818
3 C -0.64898 -0.05106 -2.53833  C5 1.534, H13 1.081, H14 1.171, H15 1.000
4 C -0.09339 -0.91550 3.10935  C6 1.513, H16 1.164, H17 1.084, H18 1.011
5 C -1.63687 -0.83040 -1.66164  C3 1.534, O8 1.382, H19 1.189, H20 1.117
6 C -1.10431 -0.25134 2.20061  C4 1.513, P9 1.958, H21 1.073, H22 1.103
7 O 0.07939 -2.03821 0.13523  P9 1.472
8 O -1.60003 -0.19616 -0.43414  C5 1.382, P9 1.649
9 P -0.29420 -0.65281 0.46334  C6 1.958, O7 1.472, O8 1.649
10 Br 1.32793 3.47386 0.40807  C2 1.818
11 H 3.68601 2.47856 -1.32940  C1 1.078
12 H 3.34491 0.80394 -1.48097  C1 1.155
13 H 0.25854 -0.63580 -2.58368  C3 1.081
14 H -1.06378 0.26451 -3.58673  C3 1.171
15 H -0.33159 0.76880 -2.06168  C3 1.000
16 H 0.06511 -2.04246 2.86574  C4 1.164
17 H 0.79296 -0.30568 3.24351  C4 1.084
18 H -0.43051 -0.91827 4.06257  C4 1.011
19 H -1.38327 -1.98730 -1.77028  C5 1.189
20 H -2.70451 -0.56265 -1.85108  C5 1.117
21 H -1.08176 0.81909 2.12407  C6 1.073
22 H -1.98503 -0.87679 1.97567  C6 1.103